Below is a cluster of 16 separate species, C90H205N7O16 in total at a distorted geometry, with properties calculated with ωB97M-V/def2-TZVPD.

Results
Orbital gap: 8.869 eV
HOMO: -8.3 eV
Energy above the lowest of the compared OMol25 structures with the same formula, charge and spin: 0.0 kcal/mol

Atoms and positions in Å:
C: 13.8908 24.4164 23.3382
C: 14.4818 23.1651 24.0143
C: 15.1966 23.6062 25.3340
C: 15.5582 22.3499 26.1802
C: 14.3282 21.5642 26.4936
C: 13.5498 21.0490 25.2908
N: 13.3621 22.2611 24.3444
O: 12.8720 21.7234 23.1254
C: 14.4529 19.9880 24.5996
C: 12.1750 20.6042 25.6570
C: 15.4339 22.4287 23.0273
H: 13.3723 24.1515 22.4281
H: 14.6729 25.0986 23.1347
H: 13.2756 24.8900 24.0925
H: 16.0513 24.2220 25.1223
H: 14.4540 24.1044 25.9351
H: 15.9727 22.6651 27.1799
H: 16.3337 21.7285 25.7243
H: 13.6160 22.2698 26.9806
H: 14.6065 20.7944 27.1731
H: 14.3669 19.0460 25.1590
H: 14.1800 19.7693 23.5759
H: 15.4961 20.2807 24.6866
H: 12.2089 19.9576 26.5239
H: 11.5933 21.4851 25.9503
H: 11.6627 20.0852 24.8288
H: 16.5247 22.4431 23.2245
H: 15.2572 22.8530 22.0160
H: 15.2028 21.3876 22.8209
H: 12.1516 22.3722 23.0359
C: 20.1917 15.4293 11.5216
C: 19.9824 15.8007 13.0125
C: 18.6551 16.5161 13.2850
C: 17.3956 15.5599 13.2148
C: 17.5865 14.3635 14.1348
C: 18.8765 13.6458 13.7883
N: 20.0304 14.5872 13.8785
O: 21.2613 13.9441 13.5880
C: 19.1140 12.5191 14.8497
C: 18.9337 12.8979 12.4261
C: 21.2157 16.7198 13.4471
H: 20.8119 14.5291 11.3088
H: 20.5584 16.3536 11.0722
H: 19.2620 15.2312 11.0590
H: 18.8003 16.8956 14.3101
H: 18.5515 17.4508 12.7099
H: 17.2065 15.2347 12.1699
H: 16.5567 16.2174 13.4810
H: 16.7166 13.7108 14.0363
H: 17.6689 14.6818 15.1791
H: 18.9127 12.8908 15.8731
H: 18.4358 11.7130 14.6062
H: 20.1336 12.1330 14.7722
H: 19.8962 12.5303 12.0554
H: 18.2496 12.0333 12.4907
H: 18.4255 13.5187 11.6483
H: 21.0356 17.7808 13.1135
H: 22.1779 16.3811 13.0159
H: 21.2004 16.7706 14.5570
H: 21.6663 13.9501 14.4575
C: 13.7376 12.6258 20.9957
C: 14.5199 11.8872 22.0597
C: 14.1464 10.3720 22.1781
C: 14.7312 9.5715 21.0206
C: 16.2557 9.8417 20.8131
C: 16.6464 11.3767 20.6997
N: 16.0154 12.0251 21.8440
O: 16.2639 13.4558 21.7219
C: 18.1223 11.5101 20.9037
C: 16.2266 11.9390 19.3378
C: 14.1395 12.6003 23.3936
H: 13.9048 12.0910 20.0600
H: 14.0305 13.6774 20.8937
H: 12.7061 12.7499 21.3504
H: 14.6209 10.0185 23.0802
H: 13.0391 10.2650 22.1272
H: 14.1666 9.7802 20.0821
H: 14.5557 8.5169 21.2230
H: 16.5124 9.2685 19.9349
H: 16.7668 9.4815 21.7072
H: 18.4299 10.9928 21.8126
H: 18.6951 11.2060 20.0663
H: 18.3110 12.5542 20.9176
H: 16.9954 11.8157 18.5663
H: 15.2847 11.4917 18.9476
H: 16.0803 13.0268 19.4109
H: 13.0488 12.4815 23.6336
H: 14.2890 13.6970 23.4986
H: 14.6344 12.0552 24.2137
H: 16.7130 13.7412 22.5260
C: 23.1379 21.7020 23.3508
C: 21.6303 21.6638 23.5322
C: 21.0342 21.7120 22.1056
C: 19.5092 21.4499 22.0751
C: 19.1803 20.1589 22.8027
C: 19.8228 20.0275 24.1740
N: 21.2295 20.3512 24.0457
O: 21.8473 20.2871 25.3239
C: 19.1336 20.9156 25.1950
C: 19.7600 18.6006 24.6379
C: 21.2697 22.8397 24.4124
H: 23.6467 21.7281 24.3516
H: 23.3832 22.6304 22.8141
H: 23.4973 20.7820 22.8571
H: 21.2752 22.7400 21.7419
H: 21.5680 20.9564 21.4752
H: 19.1804 21.3425 21.0569
H: 19.0233 22.2823 22.6084
H: 19.5069 19.3186 22.1888
H: 18.1593 19.8721 22.9971
H: 18.2990 20.4353 25.6779
H: 19.7740 21.2971 25.9872
H: 18.6991 21.8171 24.7559
H: 20.4304 18.0007 23.9798
H: 20.0788 18.5407 25.6964
H: 18.7206 18.1933 24.5377
H: 21.4542 22.6142 25.4745
H: 20.2392 23.1144 24.3487
H: 21.8773 23.7244 24.1314
H: 22.4288 19.5454 25.1466
C: 19.7377 19.1581 29.0999
C: 19.0883 17.8668 29.5887
C: 18.9036 17.8445 31.1586
C: 17.8004 18.8668 31.6562
C: 16.5330 18.6774 30.8645
C: 16.6686 18.6021 29.2991
N: 17.7214 17.6439 29.0197
O: 17.8066 17.5510 27.5865
C: 15.3977 17.9730 28.7938
C: 16.9199 19.9469 28.6672
C: 19.9552 16.7017 29.0148
H: 19.5131 20.0572 29.6698
H: 19.4401 19.3586 28.0349
H: 20.7995 19.0030 29.1393
H: 18.6892 16.7996 31.4080
H: 19.8692 18.1051 31.5943
H: 18.2606 19.8469 31.5024
H: 17.5664 18.7263 32.7032
H: 15.7329 19.3973 31.1098
H: 16.0728 17.6743 31.0439
H: 15.2962 18.2620 27.7712
H: 15.5310 16.8989 28.9154
H: 14.5262 18.3674 29.3222
H: 16.0848 20.6013 28.9506
H: 17.7686 20.5736 28.9189
H: 16.9568 19.8152 27.5930
H: 19.9460 16.8847 27.9763
H: 19.5296 15.7494 29.2176
H: 20.9385 16.6373 29.5060
H: 17.7028 16.6038 27.4055
C: 14.4210 19.0945 18.2070
C: 14.0759 20.5858 18.5938
C: 14.9067 21.1042 19.7550
C: 16.3529 21.3548 19.3894
C: 16.4070 22.2066 18.0990
C: 15.6446 21.7492 16.9099
N: 14.2675 21.4602 17.3658
O: 13.5853 20.8185 16.2864
C: 15.5023 22.8681 15.8455
C: 16.3568 20.5636 16.2241
C: 12.5755 20.6472 18.9477
H: 13.8534 18.4673 18.8843
H: 15.4855 18.8680 18.3553
H: 14.0313 18.8579 17.2378
H: 14.3772 21.9675 20.1724
H: 14.8996 20.2992 20.5177
H: 16.8095 20.3392 19.3943
H: 16.8566 21.8783 20.2221
H: 17.4738 22.3636 17.8664
H: 16.0451 23.2195 18.3679
H: 16.4930 23.2996 15.6931
H: 15.1814 22.5241 14.8742
H: 14.8100 23.6163 16.2678
H: 17.2087 20.8563 15.6317
H: 16.6485 19.7538 16.8586
H: 15.7768 20.1690 15.3727
H: 12.3382 21.6686 19.2276
H: 12.1811 20.0631 19.8225
H: 11.9444 20.4880 18.0749
H: 12.8080 21.3674 16.1498
C: 19.3322 15.1778 23.8661
C: 20.0700 13.9701 24.5294
C: 20.8567 14.4364 25.7381
C: 21.0888 13.3760 26.8437
C: 19.8020 12.6571 27.2061
C: 19.2467 12.0044 25.9514
N: 18.9959 13.1073 24.9891
O: 18.2196 12.6640 23.9132
C: 20.0458 10.8539 25.3711
C: 17.8845 11.3962 26.2566
C: 20.8553 13.2379 23.4594
H: 18.7123 14.8233 23.0546
H: 19.9763 15.9716 23.4641
H: 18.6998 15.6725 24.6088
H: 21.7415 14.9233 25.3517
H: 20.2232 15.1800 26.2183
H: 21.4476 13.9191 27.7238
H: 21.8455 12.6016 26.6814
H: 19.0881 13.4022 27.5549
H: 19.9102 11.9576 28.0846
H: 21.1371 10.9845 25.2489
H: 19.9094 9.9912 26.0032
H: 19.7328 10.6800 24.3500
H: 17.2138 12.2264 26.3776
H: 17.4159 10.7509 25.4977
H: 17.8804 10.7370 27.1045
H: 20.3590 12.8863 22.5516
H: 21.3275 12.3200 23.9139
H: 21.6233 13.9170 23.0887
H: 18.8147 12.2753 23.2148
C: 23.2017 16.7565 23.4541
C: 22.7834 17.3723 22.1655
C: 23.9829 17.4549 21.2815
O: 21.7490 16.5843 21.5836
H: 22.4424 16.9255 24.1880
H: 24.1216 17.1851 23.8521
H: 23.3001 15.6702 23.3121
H: 22.4132 18.4005 22.3641
H: 24.4427 16.4805 21.1028
H: 24.7254 18.1067 21.6907
H: 23.7213 17.8685 20.2825
H: 21.3139 17.1162 20.9120
C: 14.9014 15.3811 16.3377
C: 13.5350 14.9532 16.7388
C: 13.2832 14.9652 18.2026
O: 12.5385 15.6421 16.0400
H: 14.9423 15.4491 15.2588
H: 15.6738 14.7146 16.6883
H: 15.2235 16.3379 16.7818
H: 13.4535 13.9187 16.4081
H: 13.1216 16.0207 18.5316
H: 14.0480 14.4945 18.8042
H: 12.3324 14.4373 18.3682
H: 12.3705 16.4867 16.4885
C: 21.1293 13.6373 19.8140
C: 20.2094 14.8368 19.5333
C: 19.0937 14.5625 18.4807
O: 19.6000 15.1733 20.8211
H: 21.8451 13.9933 20.5659
H: 21.6566 13.3039 18.9156
H: 20.5743 12.8242 20.3211
H: 20.7819 15.7092 19.2089
H: 18.3700 15.3508 18.3657
H: 18.7467 13.5555 18.5950
H: 19.5018 14.4931 17.4498
H: 20.3208 15.1198 21.4858
C: 15.7666 15.7209 25.1458
C: 15.8097 14.9718 26.4912
C: 14.9866 13.7343 26.6766
O: 17.1858 14.6643 26.7950
H: 14.7034 15.8881 24.8413
H: 16.2693 15.1489 24.3824
H: 16.1921 16.7208 25.1521
H: 15.5084 15.6225 27.3115
H: 14.7896 13.6188 27.7297
H: 15.3720 12.8780 26.1821
H: 13.9950 13.9040 26.2181
H: 17.6726 14.2352 26.0356
C: 11.3130 18.5315 22.5243
C: 12.5523 17.7260 22.4468
C: 12.3469 16.2624 22.2483
O: 13.4218 17.9938 21.3558
H: 10.7547 18.1819 23.3856
H: 10.6274 18.3360 21.7258
H: 11.5393 19.5960 22.6714
H: 13.0525 17.9473 23.3779
H: 11.7410 15.8619 23.0515
H: 13.3271 15.8172 22.2049
H: 11.8347 16.0873 21.2663
H: 13.5666 18.9698 21.4018
C: 16.0140 16.2829 19.9515
C: 16.6926 17.3366 20.8646
C: 16.6349 16.9461 22.2976
O: 18.0435 17.5269 20.5705
H: 14.9676 16.2139 20.2409
H: 16.4095 15.2462 19.9274
H: 16.0924 16.6033 18.9307
H: 16.1604 18.2822 20.6645
H: 16.9386 17.7568 22.9935
H: 17.1652 15.9794 22.4761
H: 15.5810 16.6897 22.4821
H: 18.5360 16.7035 20.8237
C: 9.6305 17.0275 17.6572
C: 10.3051 18.0499 16.7351
C: 9.6964 19.4650 16.8345
O: 11.6795 18.1068 17.0204
H: 9.8576 17.3148 18.7402
H: 9.9629 16.0564 17.4337
H: 8.5274 16.9933 17.6276
H: 10.3297 17.6756 15.7353
H: 10.0566 20.1873 16.1227
H: 9.9857 19.7681 17.8185
H: 8.5827 19.6039 16.7287
H: 11.8548 18.3092 17.9409
C: 19.8673 17.6712 17.2026
C: 20.4506 18.7273 18.0267
C: 19.6825 20.0142 17.9596
O: 20.5068 18.3465 19.4220
H: 20.0518 17.9146 16.1359
H: 18.7765 17.5300 17.2022
H: 20.4020 16.7675 17.3850
H: 21.4882 18.8409 17.6727
H: 19.6519 20.3162 16.9187
H: 20.2097 20.6902 18.5896
H: 18.6642 19.8122 18.2363
H: 19.6386 18.2758 19.8609
C: 12.4124 18.9834 12.2435
C: 12.8399 18.4946 13.5859
C: 14.2997 18.6312 13.9031
O: 12.0886 19.2816 14.5120
H: 12.7881 18.4009 11.4121
H: 12.7899 20.0180 12.1727
H: 11.3260 19.1076 12.2203
H: 12.5136 17.4480 13.6630
H: 14.9158 17.9548 13.2840
H: 14.4903 18.3604 14.9476
H: 14.6165 19.6213 13.6338
H: 12.2594 18.8652 15.3787

Atoms 1-3, force components in eV/Å:
C -0.043 -1.122 1.170
C 1.120 -0.756 0.015
C -0.710 -2.373 -0.180